{"formula": "C30H26N4PrSSe", "method": "ωB97M-V with the def2-TZVPD basis set", "symbols": ["C", "C", "C", "N", "H", "C", "C", "C", "C", "H", "C", "H", "C", "C", "H", "C", "C", "C", "H", "H", "H", "C", "C", "H", "C", "C", "C", "N", "C", "H", "H", "Pr", "H", "H", "Se", "C", "C", "H", "C", "H", "H", "N", "H", "H", "H", "C", "C", "N", "C", "H", "C", "H", "H", "H", "C", "C", "S", "C", "H", "H", "H", "H", "C"], "coordinates": [[-17.9322, -8.1926, -2.0881], [-20.0431, -9.5704, -1.0101], [-17.5473, -7.2953, -9.0786], [-15.2873, -9.9374, -7.0532], [-9.9866, -7.6942, -5.7099], [-15.8149, -10.2860, -5.8247], [-13.9566, -9.3928, -7.3248], [-20.1130, -9.1368, -2.3316], [-13.3266, -8.4039, -0.8447], [-13.8822, -9.1950, -8.3687], [-11.2833, -8.0343, -2.6415], [-21.1107, -7.9492, -7.0379], [-10.3736, -7.9870, -3.7120], [-12.0291, -7.1042, -5.1780], [-17.3317, -7.4722, -10.1155], [-12.6466, -7.5929, -2.9016], [-18.9617, -9.1831, -0.1722], [-19.0951, -8.3566, -2.8900], [-15.2892, -9.1648, -0.6599], [-20.8778, -10.1303, -0.5653], [-14.1230, -9.4855, 0.7543], [-19.0024, -7.4991, -7.1359], [-20.2269, -7.7478, -6.4802], [-18.3416, -10.8034, -7.9262], [-18.8001, -7.4585, -8.5260], [-17.9034, -7.3775, -6.2631], [-11.9780, -8.5238, -0.3693], [-13.6583, -7.8135, -2.0293], [-10.9620, -8.4444, -1.2978], [-20.8736, -9.5654, -2.9428], [-9.3092, -8.3070, -3.5643], [-15.8637, -8.2237, -3.6160], [-9.9459, -8.8110, -1.0038], [-19.0750, -10.2891, -5.2824], [-14.6562, -10.8906, -4.4880], [-10.7856, -7.6354, -4.9741], [-16.2410, -10.1689, -8.0087], [-11.7314, -8.7629, 0.6979], [-20.2766, -7.9986, -5.1163], [-17.1275, -8.1846, -0.0614], [-21.2542, -8.0979, -4.6044], [-17.9313, -7.5814, -4.8947], [-13.2472, -10.0998, -7.0435], [-15.5160, -6.7644, -8.6829], [-16.0861, -9.9096, -9.1031], [-12.9005, -6.9363, -4.1395], [-17.9423, -8.4650, -0.7107], [-17.1446, -10.6964, -6.0711], [-16.6999, -6.9419, -6.8438], [-18.9037, -9.5085, 0.9072], [-14.4555, -8.7448, -0.0387], [-12.2578, -6.5210, -6.0598], [-14.7870, -7.8754, 0.4662], [-17.8283, -10.6273, -4.0712], [-19.0994, -7.9786, -4.3351], [-18.1990, -10.8879, -5.0705], [-14.3011, -5.9254, -4.3324], [-16.4881, -7.0082, -8.2268], [-19.6304, -7.5731, -9.2153], [-13.8865, -8.4560, -6.7797], [-15.9118, -6.7904, -6.2017], [-18.5292, -11.9205, -5.0020], [-17.3793, -10.5917, -7.4503]], "mulliken_charge": [0.2915, -0.8652, -0.7562, 0.5124, 0.4143, -0.7621, -0.9860, -0.7224, 0.7621, 0.3485, 0.5122, 0.4881, -0.6164, -0.7146, 0.5325, 0.6982, -0.4649, 0.2310, 0.1777, 0.3687, 0.3966, 0.4504, -1.0402, 0.4547, -0.6833, 0.7617, -0.8563, -0.2800, -0.6131, 0.3955, 0.3145, 0.6970, 0.3679, 0.3645, -0.1158, -0.9380, -0.3766, 0.3766, -0.5565, 0.4957, 0.4416, 0.0011, 0.4229, 0.4693, 0.4156, 0.2112, -0.3187, 0.6131, -0.5443, 0.3571, -1.0560, 0.6096, 0.3123, 0.2250, 0.6091, -0.9260, -0.3329, -0.6522, 0.4120, 0.2919, 0.5047, 0.4482, -0.5793], "homo_energy_ha": [-0.366, -0.366], "fmax_ev_per_a": 3.3, "spin_multiplicity": 3, "de_lowest_kj_mol": 132.7, "total_energy_ev": -127737.4926, "total_charge": 1}

---

{"formula": "C30H26N6O3PbS5", "method": "ωB97M-V with the def2-TZVPD basis set", "symbols": ["H", "C", "N", "C", "C", "C", "C", "S", "H", "H", "C", "C", "H", "C", "N", "C", "C", "H", "H", "H", "C", "H", "C", "H", "C", "O", "H", "H", "N", "H", "C", "C", "Pb", "C", "S", "S", "H", "C", "H", "H", "C", "H", "O", "C", "C", "H", "N", "H", "H", "C", "C", "C", "H", "N", "C", "O", "C", "H", "S", "H", "C", "H", "C", "C", "H", "C", "S", "C", "H", "H", "N"], "coordinates": [[-2.6959, 4.2037, 2.7164], [-3.4640, 3.4440, 2.7765], [2.6263, -0.9701, -2.5177], [0.3064, -2.2735, 4.4218], [3.0655, 0.4267, -2.2382], [4.4127, 0.7393, -2.0676], [-5.7764, 2.8135, 2.8297], [-2.7812, 1.5847, -0.5375], [5.1826, -0.0117, -2.1268], [1.8001, 3.5572, -2.1131], [3.1702, -1.6220, -3.8084], [-4.0662, 1.1205, 2.9101], [4.7520, -0.3660, -5.8742], [2.8835, -1.9678, -1.3925], [-0.4089, -0.7948, -4.3719], [4.8070, 2.0515, -1.8635], [-3.0945, 2.1096, 2.8504], [-0.2625, -2.3292, 5.3382], [-4.2413, -1.3892, 4.9299], [4.1880, 4.1040, -1.7156], [-5.1307, 0.0912, -0.4560], [5.2037, -1.7915, -3.1843], [-0.2699, -1.7293, 3.2768], [1.0936, 1.2566, -2.4160], [5.2489, -0.4356, -4.9066], [-2.2095, -1.3014, 4.5986], [-5.0900, 4.8391, 2.6980], [6.3132, -0.6046, -5.0788], [1.8414, -1.9392, -0.3762], [2.8315, -2.9190, -1.9329], [-3.4998, -0.6918, 4.5447], [2.1396, 1.4602, -2.2607], [-1.8541, -0.8252, -0.0776], [-7.0736, 1.8908, -0.6111], [-4.4101, -1.5027, -0.4135], [-5.5103, 2.7033, -0.7398], [4.6587, -0.9093, -0.5610], [-5.4094, 1.4803, 2.9015], [5.8572, 2.2633, -1.7125], [2.0748, -3.1597, 5.2316], [1.6594, -2.1079, 2.0584], [3.3148, -2.9963, 3.0920], [3.7304, -2.1008, 0.7966], [-4.8021, 3.7989, 2.7705], [-3.6977, -0.3359, 3.0554], [-2.0488, 1.8315, 2.8324], [-2.4036, -0.6975, 2.4522], [4.8119, -2.5082, -4.7283], [-0.6131, -0.7687, -5.3530], [-4.5016, 1.2763, -0.5541], [-1.6667, -1.2120, 3.3743], [2.3830, -2.0423, 0.7707], [-4.4631, -0.9591, 2.5836], [1.1894, -1.0045, -2.7083], [4.6538, -1.6153, -4.1146], [-8.1308, 2.4637, -0.6410], [1.6039, -2.7332, 4.3569], [-6.1695, 0.7087, 2.9355], [-6.8918, 0.1412, -0.4293], [-1.1711, -0.7916, -3.7050], [3.8773, 3.0796, -1.8664], [5.1233, 0.5195, -4.4033], [2.2962, -2.6446, 3.1741], [4.1749, -1.8810, -0.5429], [-6.8248, 3.0802, 2.7971], [2.5454, 2.7745, -2.0834], [2.1665, -0.8709, -5.1013], [0.8541, -0.8990, -3.9615], [4.8862, -2.6605, -0.8053], [-3.4823, 0.2030, 5.1689], [0.3883, -1.6536, 2.1091]], "mulliken_charge": [0.3830, -0.6602, 1.1034, -0.6075, 0.9219, -0.5497, -0.6652, -0.3894, 0.5637, 0.4501, 0.0575, 0.3624, 0.4153, 0.1391, -0.3425, -1.4322, -0.1999, 0.4897, 0.3069, 0.4147, 0.2371, 0.1017, 0.4835, 0.5409, -1.2823, -0.4210, 0.3944, 0.3958, -0.3952, 0.3394, -0.5220, -0.5440, 0.5810, 0.6275, -0.4525, -0.1345, 0.4383, -0.4924, 0.3978, 0.4311, 0.3210, 0.4632, -0.4442, -0.4399, -0.3197, 0.3682, 0.0773, 0.4380, 0.1832, 0.0188, -0.0024, 0.1671, 0.5530, -0.8889, -0.3702, -0.6177, -0.5264, 0.4145, -0.1929, 0.1448, -0.5566, 0.3213, -0.6606, -0.3433, 0.4257, -0.7641, -0.3770, 0.5507, 0.2178, 0.3936, -0.0400], "homo_energy_ha": -0.228, "fmax_ev_per_a": 1.7, "spin_multiplicity": 1, "de_lowest_kj_mol": 425.6, "total_energy_ev": -106036.7972}

---

{"formula": "C30H26NO", "method": "ωB97M-V with the def2-TZVPD basis set", "symbols": ["C", "C", "H", "C", "C", "H", "O", "H", "H", "C", "H", "H", "H", "C", "H", "C", "H", "C", "C", "C", "C", "H", "H", "C", "C", "H", "H", "C", "C", "H", "C", "H", "H", "H", "C", "H", "H", "C", "C", "C", "C", "H", "C", "H", "C", "N", "C", "H", "H", "C", "C", "C", "H", "H", "C", "C", "C", "H"], "coordinates": [[1.0758, 0.3330, 0.0584], [3.1972, -1.9720, 2.1203], [1.7185, -4.3071, 3.2598], [-1.1994, -0.4826, 1.2951], [0.8758, -4.8260, 3.7384], [0.7814, -0.4104, -0.6834], [-0.1385, -5.1758, 2.7730], [-3.3062, -4.0737, -0.2558], [3.4924, 0.8817, 3.9847], [-1.8287, -4.6480, 1.2182], [-2.1437, 2.0787, -2.7647], [0.4603, -4.2069, 4.5452], [-1.4762, 6.0479, 0.6710], [-0.3044, 3.5520, -1.3536], [-0.9342, -0.9970, -5.5339], [-1.0202, 6.2723, -1.4365], [-2.0058, -5.7206, 1.1596], [1.9709, -0.1310, 1.0910], [0.5495, -0.4013, -4.0753], [-0.7164, -0.3630, -4.6721], [-0.5592, -2.8116, 2.2783], [-2.7018, 0.5114, -4.6030], [-3.4575, -1.3518, -0.8394], [-1.1070, 5.5581, -0.2328], [-0.2664, 4.2739, -2.5710], [-0.4655, 6.1849, -3.5356], [2.0977, 1.7681, 2.1417], [-0.5733, 5.6309, -2.6021], [-2.2407, -2.3894, 0.5663], [-0.6738, 0.1899, 1.9630], [3.1921, 0.2160, 3.1720], [0.2068, -2.4440, 2.9649], [2.0560, -2.1425, 0.2906], [-0.7409, 3.6711, 0.7654], [-1.2691, -1.9061, 1.4939], [0.0508, 3.7609, -3.4821], [4.2215, -1.5101, 3.9719], [0.8084, 1.6694, -0.1838], [2.3879, -1.4849, 1.1004], [-0.7089, 4.2226, -0.1775], [0.8183, 0.3825, -2.9541], [-1.2921, 7.3288, -1.4681], [-2.1426, -0.1456, 0.3336], [1.2024, -5.7888, 4.1317], [-0.8213, -4.1969, 2.1213], [-2.7420, -1.3000, -0.1210], [2.4043, 0.7200, 2.1379], [1.0856, 2.4149, 0.5645], [3.5192, -3.0163, 2.1013], [0.1235, 2.1525, -1.3149], [3.5958, -1.1247, 3.1667], [-1.7018, 0.4963, -4.1662], [-2.3989, 0.8284, -0.0695], [1.7933, 0.3255, -2.4653], [-1.4005, 1.3574, -3.1151], [-0.1453, 1.2881, -2.4651], [-2.5362, -3.7430, 0.4382], [1.3333, -1.0460, -4.4764]], "mulliken_charge": [-0.2365, -0.7509, 0.0703, -0.8888, -0.5077, 0.5101, -0.4559, 0.3664, 0.4036, -0.6564, 0.4812, 0.3131, 0.3999, 0.2688, 0.4236, -0.3575, 0.4457, 0.9208, -0.8965, -0.4085, -0.0410, 0.4288, 0.2314, -0.8442, -0.0573, 0.4038, 0.3636, -0.7898, -0.7521, 0.8206, -0.7973, 0.4745, 0.3603, 0.4067, 0.8340, 0.4566, 0.4333, -0.4168, -0.4013, -0.3263, -0.2525, 0.3969, -0.9067, 0.2778, 0.7283, 0.0482, -0.3563, 0.5903, 0.5496, 0.1499, -0.4560, -0.9602, 0.5699, 0.5495, -0.0311, 0.2577, -0.8136, 0.4260], "homo_energy_ha": -0.372, "fmax_ev_per_a": 1.4, "spin_multiplicity": 1, "de_lowest_kj_mol": 0.0, "total_energy_ev": -35062.4886, "total_charge": 1}